Density functional theory data (ωB97M-V/def2-TZVPD) for a cluster of 2 separate species, C21H36N4O in total in a non-equilibrium geometry.

Its LUMO energy (alpha / beta) is -4.32 / -4.32 eV. The highest occupied orbital energy (alpha / beta) comes out at -10.63 / -11.31 eV. The energy above the lowest of the compared OMol25 structures with the same formula, charge and spin is 0.00 kJ/mol. Its expectation value of S² is 0.75. As for the spin multiplicity: 2. The charge is +1.

Last column: Löwdin spin population.
Positions of all 62 atoms, in Å:
N -1.189 0.120 3.972  0.000
C -0.892 0.344 2.666  0.000
N -0.530 -0.791 1.869  0.000
C -1.022 -0.399 0.505  0.000
C -0.887 1.152 0.565  0.000
N -0.944 1.578 1.996  0.000
C -2.164 2.406 2.347  0.000
C -3.467 1.668 1.891  0.000
C -4.807 2.378 2.417  0.000
C -5.933 1.298 2.230  0.000
C -6.262 0.438 3.357  0.000
C -7.278 -0.606 3.190  0.000
C -7.905 -0.730 1.890  0.000
C -7.595 0.144 0.767  0.000
C -6.588 1.172 0.940  0.000
H -0.643 0.490 4.744  0.000
H -2.032 -0.434 4.133  0.000
H -1.257 -1.467 2.157  0.000
H -2.041 -0.809 0.269  0.000
H -0.358 -0.837 -0.282  0.000
H -1.594 1.651 -0.149  0.000
H 0.093 1.347 0.046  0.000
H -2.013 3.378 1.811  0.000
H -2.118 2.631 3.438  0.000
H -3.575 1.610 0.779  0.000
H -3.541 0.606 2.263  0.000
H -4.987 3.297 1.814  0.000
H -4.631 2.568 3.506  0.000
H -5.701 0.606 4.303  0.000
H -7.503 -1.276 4.051  0.000
H -8.661 -1.532 1.716  0.000
H -8.077 0.046 -0.234  0.000
H -6.257 1.873 0.135  0.000
C 5.182 -0.073 -0.421  0.001
C 4.018 0.169 -1.408  0.025
C 2.839 -0.781 -1.124  0.013
C 3.034 -2.201 -1.641  0.001
C 3.400 -2.172 -3.119  0.013
C 4.633 -1.302 -3.405  0.025
N 4.523 0.068 -2.810  0.335
O 3.702 0.771 -3.579  0.579
C 5.885 -2.039 -2.872  0.001
C 4.866 -1.255 -4.927  -0.001
C 3.542 1.588 -1.032  -0.001
H 5.836 -0.901 -0.674  0.000
H 5.824 0.808 -0.352  0.001
H 4.802 -0.279 0.583  0.000
H 1.928 -0.378 -1.587  0.002
H 2.638 -0.817 -0.048  0.001
H 3.797 -2.717 -1.052  0.000
H 2.109 -2.769 -1.506  0.001
H 3.574 -3.194 -3.470  0.001
H 2.540 -1.802 -3.690  0.003
H 6.764 -1.392 -2.900  0.001
H 6.108 -2.914 -3.486  0.000
H 5.768 -2.429 -1.862  0.000
H 4.001 -0.874 -5.472  -0.001
H 5.061 -2.255 -5.318  0.000
H 5.729 -0.631 -5.171  0.000
H 4.301 2.338 -1.260  0.000
H 3.338 1.643 0.042  0.000
H 2.619 1.871 -1.541  0.000


Density functional theory data (ωB97M-V/def2-TZVPD) for a structure of composition C30H48BrMnN3P2 in a non-equilibrium geometry.

Its LUMO energy (alpha / beta) is -6.92 / -9.47 eV. The highest occupied orbital energy (alpha / beta) comes out at -12.43 / -12.51 eV. The energy above the lowest of the compared OMol25 structures with the same formula, charge and spin is 156.67 kJ/mol. Its expectation value of S² is 8.98. As for the spin multiplicity: 6. The charge is +2.

Last column: Löwdin spin population.
Positions of all 85 atoms, in Å:
N -5.836 1.581 -8.657  0.001
C -5.341 0.341 -8.507  0.000
C -4.405 -0.013 -7.529  0.001
C -3.928 0.964 -6.624  0.002
C -4.453 2.268 -6.786  0.001
C -5.385 2.514 -7.798  0.000
C -2.951 0.592 -5.601  0.015
Mn 0.957 -0.729 0.387  4.135
P -0.952 -1.310 6.438  0.623
C -3.082 0.777 -4.260  -0.003
C -2.124 0.412 -3.219  0.019
C -2.325 0.886 -1.900  -0.012
C -1.440 0.564 -0.864  0.007
C -0.309 -0.251 -1.093  -0.172
C -0.107 -0.723 -2.413  -0.003
C -0.987 -0.401 -3.450  -0.015
Br 2.566 -1.339 2.262  0.041
H -2.039 0.119 -5.987  0.001
H -4.000 1.249 -3.886  0.000
H -4.042 -1.045 -7.463  0.000
H -4.141 3.087 -6.131  0.000
H -5.711 -0.418 -9.210  0.000
H -5.795 3.526 -7.927  0.000
H -3.197 1.518 -1.693  -0.002
H -0.790 -0.787 -4.456  -0.002
H -1.637 0.953 0.142  0.002
H 0.760 -1.357 -2.635  -0.001
P 1.413 1.524 0.776  -0.053
C -1.687 -2.504 5.186  0.091
C -2.886 -3.292 5.731  0.009
H -0.898 -3.190 4.818  0.001
H -2.002 -1.888 4.323  0.016
H -3.016 -4.243 5.183  0.000
H -2.757 -3.541 6.799  0.004
H -3.819 -2.710 5.635  0.000
C -1.765 0.256 5.791  0.090
C -1.895 1.377 6.830  0.008
H -2.771 -0.053 5.446  0.001
H -1.216 0.613 4.897  0.016
H -2.682 2.095 6.537  0.000
H -2.155 0.972 7.824  0.004
H -0.953 1.944 6.934  0.000
C 0.773 -1.146 5.702  0.099
C 1.860 -1.899 6.483  0.008
H 1.028 -0.073 5.596  0.002
H 0.708 -1.558 4.678  0.017
H 2.857 -1.463 6.292  0.000
H 1.683 -1.864 7.571  0.004
H 1.890 -2.963 6.188  0.000
C 3.147 1.752 1.408  -0.011
C 4.040 2.818 0.760  -0.004
H 3.601 0.754 1.277  0.000
H 3.043 1.919 2.497  0.000
H 4.297 2.540 -0.276  0.000
H 3.575 3.817 0.746  0.000
H 4.988 2.897 1.322  -0.001
C 0.289 2.401 1.970  0.003
C -0.697 3.446 1.432  0.000
H 0.969 2.865 2.705  0.000
H -0.233 1.601 2.528  0.001
H -0.230 4.445 1.375  0.000
H -1.081 3.193 0.431  0.000
H -1.562 3.527 2.114  0.000
C 1.267 2.399 -0.858  0.000
C 2.001 1.843 -2.085  0.001
H 1.614 3.427 -0.645  -0.001
H 0.177 2.487 -1.023  0.000
H 1.419 2.000 -3.010  0.000
H 2.994 2.298 -2.223  0.000
H 2.145 0.754 -1.968  0.001
C 4.166 -4.912 -0.579  0.001
C 3.643 -3.570 -0.985  0.006
C 3.896 -2.928 -2.143  0.002
C 3.143 -1.765 -2.091  0.009
N 2.462 -1.686 -0.868  0.029
N 2.803 -2.828 -0.262  0.006
C 3.258 -0.837 -3.287  0.001
H 3.846 -5.676 -1.320  0.000
H 5.274 -4.886 -0.534  0.000
H 3.770 -5.198 0.418  0.000
H 4.535 -3.274 -2.946  0.000
H 2.408 -3.185 0.628  0.002
H 3.825 0.073 -3.003  0.000
H 3.884 -1.301 -4.079  0.000
H 2.308 -0.584 -3.787  0.000


Density functional theory data (ωB97M-V/def2-TZVPD) for a structure of composition C3H3FGaO in a non-equilibrium geometry.

Its LUMO energy (alpha / beta) is -13.08 / -13.48 eV. The highest occupied orbital energy (alpha / beta) comes out at -19.83 / -21.50 eV. The energy above the lowest of the compared OMol25 structures with the same formula, charge and spin is 96.24 kJ/mol. Its expectation value of S² is 0.77. As for the spin multiplicity: 2. The charge is +2.

Last column: Löwdin spin population.
Positions of all 9 atoms, in Å:
H -1.156 -0.946 1.176  -0.002
H -2.409 -0.694 -0.325  0.003
O -0.830 1.854 0.026  0.050
C -1.418 -1.148 -0.361  0.118
C -0.318 -0.470 0.292  0.080
C 0.033 0.996 0.093  0.154
H -1.176 -1.645 -1.306  0.006
F 0.944 -1.140 0.106  0.048
Ga 1.884 0.715 -0.434  0.544


Density functional theory data (ωB97M-V/def2-TZVPD) for the molecule C6H13NO3S2 in a non-equilibrium geometry.

Its LUMO energy is -0.15 eV. The highest occupied orbital energy comes out at -9.63 eV. The energy above the lowest of the compared OMol25 structures with the same formula, charge and spin is 58.43 kJ/mol.

Last column: natural (NBO) charge in e.
Positions of all 25 atoms, in Å:
C -0.274 1.120 -0.223  0.169
C -0.112 3.630 0.020  -0.606
C 2.095 -2.352 -0.678  -0.628
C 0.580 2.348 -0.384  -0.460
C 1.131 -2.311 0.502  -0.421
C -0.067 -1.393 0.267  -0.267
N 0.400 -0.040 0.005  -0.514
O -2.739 -1.673 -0.747  -0.921
O -4.380 -0.048 0.302  -0.887
O -2.319 -0.665 1.457  -0.958
S -1.882 1.167 -0.573  0.023
S -3.052 -0.661 0.228  2.367
H 0.614 4.467 -0.097  0.219
H -0.278 3.657 1.101  0.215
H -1.066 3.827 -0.371  0.232
H 1.367 -2.558 -1.534  0.215
H 2.647 -1.364 -0.777  0.199
H 2.668 -3.345 -0.569  0.230
H 1.389 2.222 0.343  0.213
H 1.012 2.452 -1.301  0.238
H 1.566 -2.334 1.539  0.209
H 0.598 -3.238 0.513  0.219
H -0.701 -1.717 -0.524  0.248
H -0.564 -1.372 1.362  0.276
H 1.366 0.182 0.140  0.391


Density functional theory data (ωB97M-V/def2-TZVPD) for the ion CH3FO4PS with charge -1 in a non-equilibrium geometry.

Its LUMO energy (alpha / beta) is 3.60 / 0.94 eV. The highest occupied orbital energy (alpha / beta) comes out at -2.35 / -6.18 eV. Its expectation value of S² is 2.01. As for the spin multiplicity: 3. The charge is -1.

Last column: Löwdin spin population.
Positions of all 11 atoms, in Å:
C 0.543 0.637 1.464  0.007
O 0.742 -2.206 -0.943  0.063
O 1.566 0.244 -1.228  0.077
O -1.685 0.981 -2.071  0.567
O 0.050 -0.471 0.874  0.056
F -2.222 -0.858 -0.429  0.258
P 0.507 -0.771 -0.828  0.144
S -1.368 -0.465 -1.861  0.823
H 0.723 0.431 2.437  0.003
H -0.342 1.449 1.592  0.001
H 1.486 1.030 0.993  0.001


Density functional theory data (ωB97M-V/def2-TZVPD) for a structure of composition C26H21Cl3Ge2N3O7Ru.

Its LUMO energy is 1.87 eV. The highest occupied orbital energy comes out at -5.89 eV. The energy above the lowest of the compared OMol25 structures with the same formula, charge and spin is 43.18 kJ/mol. The charge is -1.

Last column: natural (NBO) charge in e.
Positions of all 63 atoms, in Å:
Ru 1.663 -0.093 -1.395  0.679
O 0.122 2.775 -3.792  -0.682
C 0.317 1.609 -3.469  0.791
O 1.460 1.127 -3.123  -0.799
C -0.836 0.628 -3.578  -0.269
C -1.734 0.902 -4.582  -0.099
C -2.817 0.065 -4.820  -0.067
C -3.036 -1.038 -4.031  -0.124
C -2.170 -1.308 -2.991  -0.084
C -1.014 -0.507 -2.717  0.510
O -0.236 -0.797 -1.730  -0.693
N -2.515 -2.482 -2.191  0.547
O -2.016 -2.618 -1.089  -0.398
O -3.284 -3.293 -2.672  -0.394
N -3.743 0.364 -5.902  0.539
O -4.700 -0.377 -6.062  -0.406
O -3.530 1.353 -6.581  -0.400
H -1.588 1.787 -5.184  0.265
H -3.878 -1.687 -4.210  0.271
Cl 2.137 -5.334 -0.939  -0.573
Ge 0.869 -3.477 -1.145  0.973
Cl 0.203 -3.779 -3.238  -0.543
Cl 2.969 -1.843 -2.180  -0.382
N 3.457 1.002 -1.318  -0.924
H 4.229 0.383 -1.551  0.407
H 3.658 1.482 -0.451  0.393
H 3.325 1.672 -2.075  0.423
C 1.839 -0.764 0.282  -0.496
Ge 0.774 -0.006 1.736  1.525
C -0.522 1.202 0.941  -0.358
C -1.815 1.317 1.442  -0.236
C -2.763 2.089 0.781  -0.194
C -2.435 2.733 -0.403  -0.212
C -1.155 2.621 -0.928  -0.205
C -0.209 1.869 -0.245  -0.228
C -0.144 -1.351 2.795  -0.462
C 0.030 -1.492 4.170  -0.204
C -0.650 -2.483 4.867  -0.224
C -1.509 -3.340 4.195  -0.213
C -1.694 -3.204 2.825  -0.216
C -1.016 -2.213 2.129  -0.138
C 2.088 1.009 2.781  -0.447
C 2.129 2.402 2.713  -0.207
C 3.124 3.118 3.368  -0.218
C 4.093 2.450 4.102  -0.216
C 4.067 1.064 4.177  -0.237
C 3.076 0.352 3.517  -0.149
H 2.631 -1.460 0.602  0.168
H -2.093 0.780 2.342  0.216
H -3.768 2.162 1.178  0.207
H -3.184 3.309 -0.934  0.214
H -0.899 3.082 -1.873  0.259
H 0.797 1.797 -0.667  0.180
H 0.691 -0.819 4.704  0.209
H -0.508 -2.586 5.936  0.206
H -2.033 -4.116 4.738  0.207
H -2.362 -3.870 2.293  0.218
H -1.166 -2.118 1.060  0.234
H 1.368 2.933 2.152  0.221
H 3.138 4.200 3.308  0.210
H 4.867 3.008 4.614  0.208
H 4.824 0.538 4.746  0.209
H 3.078 -0.732 3.570  0.205


It is found that the E values, taken in the order of the records, are -30358.73101, -156282.80030, -60273.69333, -35733.89555, -32116.71049, -199287.48293 eV.